[1]
2 unconnected molecules or ions with the total composition C24H23O. Source: OMol25; level of theory: ωB97M-V/def2-TZVPD.

Frontier orbital gap: 5.90 eV
E_HOMO: -11.35 eV
Charge: +1
E: -27298.39236 eV
Multiplicity: 1
Energy above the lowest of the compared OMol25 structures with the same formula, charge and spin: 0.00 kJ/mol

```
48
Properties=species:S:1:pos:R:3:forces:R:3:lowdin_charge:R:1
C 1.96595 -0.05710 -2.30693 -0.5076 -0.4211 -0.5440 -0.082
C 1.99342 -0.86184 -1.05339 1.1498 0.8221 1.2126 -0.087
C 2.30630 -0.33612 0.17308 -0.2815 -0.6329 -0.6826 -0.105
C 2.51776 -1.17111 1.33050 0.3317 0.4375 0.4636 -0.092
C 2.80418 -0.66254 2.58270 -1.1720 0.2136 -0.7628 -0.052
H 1.79170 -0.71693 -3.16374 0.0300 0.2183 0.1251 0.082
H 1.13715 0.64759 -2.27377 -0.0698 0.1659 -0.0288 0.090
H 2.87520 0.51147 -2.51534 0.0121 -0.0832 0.3320 0.091
H 1.86277 -1.93508 -1.14552 -0.1002 -0.0005 0.1376 0.115
H 2.46499 0.74157 0.30553 -0.1284 -0.3532 -0.1808 0.127
H 2.44577 -2.25137 1.19919 0.1990 0.1598 -0.0588 0.128
H 2.84791 -1.33787 3.41135 -0.5686 -0.2617 0.3669 0.094
H 2.50090 0.38429 2.72874 0.1670 -0.6376 0.0125 0.086
C 12.65845 -1.41810 2.10050 -0.2254 -0.1674 -0.1496 -0.084
C 12.08666 -1.78459 3.31972 -0.1862 -0.1479 0.2396 -0.073
C 10.87690 -2.49477 3.36715 -0.1258 0.1481 -0.6130 -0.008
C 10.24242 -2.77837 2.15363 -0.0972 0.1770 -0.1841 -0.237
O 8.98570 -3.42643 2.07484 -1.1519 0.1360 0.5329 -0.002
C 7.81830 -2.77277 2.48264 1.1174 0.7892 -0.6483 -0.202
C 7.02045 -2.10768 1.51984 0.3152 -0.3351 0.5560 0.038
C 5.95426 -1.33475 1.93715 -0.0782 0.3430 -0.5501 -0.018
C 5.64178 -1.10644 3.29475 0.0296 -0.7118 0.1228 -0.192
C 4.61452 -0.09740 3.61519 1.8303 0.9018 -0.9884 0.024
C 4.27423 0.22283 5.02124 -1.0201 0.7820 0.9060 -0.180
C 3.00961 0.81813 5.36565 0.5008 -0.0622 -0.3706 -0.021
C 2.73462 1.26327 6.65739 0.2045 -0.0516 0.2849 -0.058
C 3.66948 1.11273 7.70691 0.0261 -0.0343 -0.8856 -0.042
C 4.89623 0.51373 7.40411 -0.1981 0.1291 -0.1210 -0.054
C 5.20069 0.10191 6.09858 -0.3792 0.1001 -0.2228 -0.026
C 6.35698 -1.93953 4.21707 -0.3199 -0.1689 0.2258 0.004
C 7.44341 -2.72133 3.82166 0.0482 -0.1191 0.1608 0.020
C 10.83325 -2.49325 0.92204 0.2347 0.3785 0.4345 -0.008
C 12.05483 -1.80856 0.89901 -0.2240 -0.1680 0.0693 -0.067
H 13.57089 -0.82640 2.08235 -0.1236 -0.2296 0.0234 0.107
H 12.58273 -1.52788 4.26404 -0.2018 -0.0830 -0.4757 0.112
H 10.42344 -2.81128 4.30684 0.1926 0.1762 -0.2303 0.111
H 7.28137 -2.19601 0.47202 -0.1040 -0.0407 0.0682 0.128
H 5.28326 -0.90862 1.17836 0.5107 0.0735 0.2804 0.120
H 4.53232 0.75320 2.81954 0.2982 -1.7100 1.8078 0.175
H 2.23419 0.93728 4.58990 0.5102 -0.0385 0.6164 0.106
H 1.78121 1.75765 6.86685 0.3195 -0.2768 -0.1555 0.116
H 3.46063 1.50874 8.70976 0.0584 -0.3326 -0.5264 0.121
H 5.64786 0.39266 8.19079 -0.2418 0.0669 -0.3937 0.118
H 6.20303 -0.25519 5.91097 -0.1005 0.1715 0.0232 0.098
H 6.07028 -2.03413 5.27026 0.0748 0.2447 -0.6037 0.114
H 8.03881 -3.30749 4.53976 -0.5550 0.3931 -0.2946 0.135
H 10.31203 -2.77272 0.00888 0.1635 0.0230 0.1901 0.120
H 12.51935 -1.59015 -0.06907 -0.1638 0.0165 0.4785 0.112
```
Forces are in eV/Å.

***

[2]
A gas-phase ion, C4H9N2 (charge +1). Source: OMol25; level of theory: ωB97M-V/def2-TZVPD.

Frontier orbital gap: 11.40 eV
E_HOMO: -14.74 eV
Charge: +1
E: -7264.13988 eV
Multiplicity: 1
Energy above the lowest of the compared OMol25 structures with the same formula, charge and spin: 386.12 kJ/mol
SMILES: C[NH2+][C@@H]1[C@H]2CN21

```
15
Properties=species:S:1:pos:R:3:forces:R:3:lowdin_charge:R:1
C -2.38221 -0.04514 -0.48462 -1.7895 1.6365 -1.0766 -0.091
C -1.36810 0.74095 0.25886 0.5209 -1.5380 -2.6293 -0.081
C -0.16319 0.06880 -0.29804 -2.6935 0.0181 -2.3113 -0.215
C 2.25209 -0.22585 -0.04108 -0.8765 2.1949 -0.7512 0.054
N -1.32701 -0.73421 0.13929 1.6439 -1.4026 1.0374 0.051
N 0.91733 -0.18155 0.64799 1.1199 0.6109 -2.6112 0.083
H -3.39307 -0.19877 -0.05774 0.9471 0.0578 0.1807 0.140
H -2.48645 0.11771 -1.55475 0.5887 -0.3600 -0.1608 0.119
H -1.39779 1.27094 1.11165 -0.3349 1.5564 2.9913 0.100
H 0.09965 0.14461 -1.40825 -0.1129 -0.2682 1.7450 0.189
H 2.99712 0.08404 0.66522 0.4152 0.2587 0.1043 0.108
H 2.46558 -1.16382 -0.40875 0.2791 -2.1531 -0.6987 0.083
H 2.10988 0.47370 -0.91617 0.7704 -0.6081 1.1334 0.130
H 1.00914 0.63274 1.18110 -0.2353 1.2504 1.8679 0.156
H 0.66703 -0.98413 1.16528 -0.2426 -1.2538 1.1791 0.174
```
Forces are in eV/Å.